(1)
The following is a DFT calculation (ωB97M-V/def2-TZVPD) of a molecular structure, C57H46ClN4O7P2Ti at a distorted geometry.

Properties
ΔE to the lowest compared entry with this formula, charge and spin, kJ/mol: 0.0
⟨S²⟩: 2.03
Charge: -1
2S+1: 3
Highest occupied orbital energy (spin up / spin down), eV: -3.31 / -4.85
Kohn-Sham gap (spin up / spin down), hartree: 0.20348 / 0.25916

Cartesian coordinates (Å):
Ti 0.182 -1.986 -1.813
O -0.510 -3.530 2.316
Cl -0.886 -3.798 0.966
O -2.313 -3.910 0.843
O -0.259 -4.958 0.447
O -0.461 -2.585 0.099
O 1.972 -2.937 -1.573
N 3.020 -2.586 -2.217
N 2.809 -1.532 -2.927
O 1.608 -1.022 -2.939
C 3.772 -1.040 -3.836
C 5.120 -1.350 -3.747
C 5.959 -0.684 -4.657
C 5.491 0.224 -5.626
C 4.120 0.435 -5.692
C 3.262 -0.205 -4.819
H 5.572 -1.925 -2.951
H 7.024 -0.814 -4.577
H 6.187 0.664 -6.338
H 3.674 1.120 -6.429
H 2.217 -0.090 -4.806
C -0.466 5.196 3.376
C -0.599 3.727 3.880
C -0.699 3.752 5.412
C 0.656 3.000 3.476
C 1.900 3.472 3.850
C 3.075 2.894 3.434
C 3.030 1.763 2.655
C 1.806 1.265 2.280
P 1.695 -0.217 1.206
C 3.342 -0.048 0.361
C 4.546 -0.599 0.798
C 5.733 -0.128 0.238
C 5.740 0.710 -0.866
C 4.528 1.120 -1.395
C 3.336 0.740 -0.776
C 2.118 -1.514 2.404
C 2.566 -1.306 3.705
C 3.144 -2.325 4.423
C 3.287 -3.594 3.860
C 2.721 -3.855 2.614
C 2.140 -2.833 1.917
C 0.629 1.915 2.634
O -0.503 1.453 2.085
C -1.703 2.027 2.338
C -2.790 1.412 1.749
C -4.058 1.917 2.003
C -4.194 3.039 2.828
C -3.095 3.569 3.459
C -1.816 3.076 3.252
P -2.465 -0.144 0.780
C -3.580 -1.132 1.860
C -4.969 -1.339 1.616
C -5.729 -2.053 2.531
C -5.082 -2.688 3.630
C -3.721 -2.568 3.797
C -2.978 -1.751 2.949
C -3.499 0.141 -0.739
C -3.732 -0.979 -1.505
C -4.438 -0.903 -2.733
C -4.887 0.322 -3.208
C -4.697 1.461 -2.409
C -4.008 1.393 -1.182
H 0.502 5.573 3.741
H -1.272 5.780 3.824
H -0.481 5.253 2.275
H 0.154 4.259 5.841
H -0.767 2.750 5.851
H -1.588 4.281 5.711
H 1.905 4.332 4.547
H 4.044 3.285 3.748
H 3.919 1.195 2.359
H 4.534 -1.284 1.641
H 6.674 -0.459 0.646
H 6.667 0.986 -1.335
H 4.530 1.721 -2.335
H 2.420 1.129 -1.198
H 2.518 -0.309 4.099
H 3.561 -2.135 5.426
H 3.724 -4.360 4.477
H 2.806 -4.814 2.209
H 1.709 -3.035 0.914
H -4.949 1.432 1.662
H -5.177 3.432 3.031
H -3.186 4.393 4.188
H -5.453 -1.011 0.716
H -6.760 -2.195 2.287
H -5.707 -3.318 4.278
H -3.222 -3.092 4.611
H -1.903 -1.648 3.053
H -3.339 -1.935 -1.198
H -4.578 -1.820 -3.305
H -5.387 0.443 -4.167
H -5.084 2.405 -2.789
H -3.878 2.270 -0.578
C -0.654 3.586 -1.554
C -1.136 3.301 -2.835
C -1.095 2.046 -3.388
C -0.733 0.969 -2.569
C -0.234 1.255 -1.280
C -0.210 2.559 -0.767
N -0.757 -0.376 -2.904
N -1.320 -0.669 -4.086
C -1.424 -2.015 -4.260
C -2.018 -2.460 -5.458
C -2.186 -3.786 -5.709
C -1.752 -4.735 -4.749
C -1.158 -4.302 -3.564
C -0.912 -2.945 -3.343
H -0.676 4.660 -1.270
H -1.496 4.127 -3.411
H -1.515 1.875 -4.376
H 0.097 0.418 -0.672
H 0.151 2.747 0.245
H -2.315 -1.743 -6.229
H -2.581 -4.167 -6.635
H -1.871 -5.778 -5.001
H -0.982 -4.950 -2.727

Mulliken atomic charge list, values in e, 2 entries: Ti -0.03; O -0.62

(2)
The following is a DFT calculation (ωB97M-V/def2-TZVPD) of a molecular structure, C25H31GeNOOsSSb.

Properties
⟨S²⟩: 6.05
Charge: +1
2S+1: 5
Highest occupied orbital energy (spin up / spin down), eV: -9.82 / -11.03
Kohn-Sham gap (spin up / spin down), hartree: 0.27584 / 0.26790

Cartesian coordinates (Å):
Os 0.537 -0.278 1.911
N -2.457 1.380 4.269
C -1.530 0.600 3.743
O -0.802 1.047 2.813
C -1.298 -0.793 4.226
C -0.710 -1.596 3.064
H -2.553 2.331 3.947
H -3.045 1.051 5.015
H -2.204 -1.204 4.680
H -0.559 -0.694 5.030
H -1.516 -1.966 2.424
H -0.148 -2.460 3.422
S 1.464 -1.888 0.587
Sb 0.061 -1.177 -1.173
C 0.942 -2.136 -2.808
C 1.545 -1.477 -3.874
C 2.136 -2.216 -4.889
C 2.129 -3.602 -4.838
C 1.539 -4.258 -3.768
C 0.945 -3.528 -2.751
C -0.253 0.862 -1.471
C -0.264 1.354 -2.742
C -0.333 2.744 -2.983
C -0.380 3.637 -1.892
C -0.365 3.183 -0.614
C -0.251 1.741 -0.245
C -1.796 -2.074 -0.858
C -2.898 -1.583 -1.552
C -4.136 -2.187 -1.386
C -4.268 -3.274 -0.534
C -3.168 -3.761 0.157
C -1.927 -3.161 -0.002
H 1.592 -0.396 -3.917
H 2.607 -1.706 -5.719
H 2.591 -4.173 -5.632
H 1.540 -5.339 -3.724
H 0.484 -4.054 -1.921
H -0.225 0.693 -3.601
H -0.349 3.111 -3.998
H -0.446 4.701 -2.083
H -0.451 3.885 0.205
H -1.134 1.503 0.370
H -2.805 -0.730 -2.214
H -4.996 -1.809 -1.923
H -5.234 -3.745 -0.409
H -3.276 -4.610 0.818
H -1.069 -3.538 0.544
C 3.862 1.708 1.703
Ge 2.134 2.610 1.622
C 1.526 2.939 3.455
C 2.351 4.338 0.734
C 0.996 1.333 0.589
H 4.571 2.289 2.293
H 4.277 1.578 0.703
H 3.766 0.722 2.161
H 2.299 3.506 3.975
H 1.370 2.012 4.008
H 0.602 3.517 3.483
H 3.235 4.830 1.143
H 1.495 4.991 0.897
H 2.493 4.216 -0.339
H 1.757 1.002 -0.132

natural (NBO) atomic charge list, values in e, 2 entries: Os 0.96; N -0.74

(3)
The following is a DFT calculation (ωB97M-V/def2-TZVPD) of a single C21H26N4O3 molecule at a distorted geometry.

Properties
ΔE to the lowest compared entry with this formula, charge and spin, kJ/mol: 274.2
Charge: 0
SMILES: CCN1CCN([C@@H](CNC(=O)c2ccc3c(c2)OCO3)c2cccnc2)CC1
Highest occupied orbital energy, eV: -8.00
Kohn-Sham gap, hartree: 0.31444

Cartesian coordinates (Å):
C 0.209 4.117 -1.440
H 0.178 4.292 -0.368
H -0.333 3.202 -1.668
H -0.298 4.943 -1.934
C 1.656 4.040 -1.947
N 2.521 3.010 -1.424
C 2.969 3.114 -0.056
C 2.091 2.365 0.953
N 1.973 0.968 0.567
C 1.361 0.887 -0.748
C 2.236 1.637 -1.763
H 1.766 1.597 -2.747
H 3.197 1.111 -1.817
H 1.315 -0.152 -1.068
H 0.336 1.299 -0.739
C 1.303 0.208 1.614
C 2.206 0.153 2.822
C 3.561 -0.126 2.677
C 4.356 -0.205 3.807
C 3.762 -0.006 5.045
N 2.476 0.259 5.195
C 1.724 0.336 4.112
H 0.678 0.559 4.288
H 4.338 -0.057 5.960
H 5.411 -0.416 3.731
H 3.969 -0.262 1.687
C 0.983 -1.247 1.217
N -0.271 -1.371 0.515
C -0.393 -1.987 -0.685
O 0.547 -2.504 -1.257
C -1.771 -1.977 -1.258
C -2.138 -3.043 -2.071
C -3.391 -3.116 -2.669
C -4.254 -2.072 -2.435
C -3.885 -0.986 -1.636
C -2.656 -0.913 -1.033
H -2.387 -0.049 -0.447
O -4.918 -0.089 -1.586
C -5.947 -0.638 -2.381
O -5.524 -1.881 -2.899
H -6.850 -0.782 -1.767
H -6.178 0.049 -3.211
H -3.675 -3.946 -3.294
H -1.415 -3.826 -2.234
H -1.095 -1.035 0.985
H 1.765 -1.648 0.570
H 0.944 -1.850 2.133
H 0.346 0.692 1.907
H 2.560 2.422 1.939
H 1.095 2.838 1.025
H 3.037 4.167 0.224
H 3.974 2.676 -0.009
H 2.147 4.997 -1.742
H 1.635 3.907 -3.034

natural (NBO) atomic charge list, values in e, 2 entries: C -0.63; H 0.20

(4)
The following is a DFT calculation (ωB97M-V/def2-TZVPD) of a molecular structure, C23H30BrF4N6O4SiV.

Properties
ΔE to the lowest compared entry with this formula, charge and spin, kJ/mol: 13.4
⟨S²⟩: 0.76
Charge: +1
2S+1: 2
Highest occupied orbital energy (spin up / spin down), eV: -11.65 / -11.66
Kohn-Sham gap (spin up / spin down), hartree: 0.28111 / 0.30269

Cartesian coordinates (Å):
V -0.011 0.368 0.157
C 1.219 2.308 -1.826
N 0.840 2.237 -0.397
C -0.060 3.358 -0.068
C 2.060 2.261 0.441
C 2.729 0.880 0.406
N 1.735 -0.131 0.006
C 2.244 -1.410 -0.313
C 2.241 -1.869 -1.624
F 1.728 -1.093 -2.589
C 2.717 -3.124 -1.940
F 2.680 -3.530 -3.209
C 3.218 -3.955 -0.959
C 3.225 -3.511 0.346
F 3.691 -4.293 1.321
C 2.744 -2.257 0.665
F 2.733 -1.851 1.944
H 1.760 3.239 -2.012
H 0.327 2.279 -2.443
H 1.846 1.461 -2.089
H 0.424 4.314 -0.285
H -0.321 3.316 0.987
H -0.969 3.276 -0.662
H 1.756 2.515 1.453
H 2.753 3.027 0.087
H 3.117 0.649 1.401
H 3.573 0.850 -0.286
H 3.592 -4.939 -1.208
Br -1.751 -3.020 -5.602
C -2.687 -1.767 -4.549
C -4.040 -1.540 -4.775
N -4.753 -0.675 -4.058
C -4.137 -0.006 -3.091
C -2.788 -0.172 -2.799
C -2.040 -1.076 -3.546
C -2.178 0.560 -1.660
O -2.829 1.256 -0.897
O -0.885 0.368 -1.509
H -4.559 -2.078 -5.559
H -4.730 0.697 -2.518
H -0.989 -1.233 -3.342
C -1.138 2.015 4.200
Si -0.111 0.644 3.487
C 1.668 0.774 4.004
C -0.764 -1.042 3.913
O -0.166 0.880 1.819
H -1.118 1.993 5.292
H -2.184 1.942 3.892
H -0.758 2.989 3.884
H 1.764 0.607 5.079
H 2.078 1.764 3.790
H 2.275 0.020 3.499
H -0.574 -1.227 4.974
H -0.247 -1.821 3.348
H -1.837 -1.130 3.750
C -4.760 -2.391 1.153
N -3.372 -2.223 0.757
C -2.584 -3.211 0.050
C -1.254 -2.486 -0.094
O -0.291 -2.886 -0.690
N -1.348 -1.260 0.561
C -2.625 -1.151 1.004
N -3.102 -0.094 1.657
H -5.120 -3.334 0.754
H -5.383 -1.595 0.740
H -4.861 -2.411 2.239
H -2.997 -3.438 -0.935
H -2.471 -4.137 0.615
H -2.560 0.755 1.613
H -4.099 0.019 1.736

natural (NBO) atomic charge list, values in e, 2 entries: V 1.79; C -0.41

(5)
The following is a DFT calculation (ωB97M-V/def2-TZVPD) of a single C18H22N6O2S molecule at a distorted geometry.

Properties
ΔE to the lowest compared entry with this formula, charge and spin, kJ/mol: 0.0
Charge: 0
SMILES: CCN(CCc1ccc2ncc(CCSc3nnco3)nc2c1N)C(C)=O
Highest occupied orbital energy, eV: -7.80
Kohn-Sham gap, hartree: 0.29305

Cartesian coordinates (Å):
C -1.511 2.474 2.762
C -2.268 2.816 1.480
N -2.020 1.796 0.443
C -3.196 1.259 -0.221
C -3.513 -0.195 0.250
C -2.262 -0.995 0.481
C -1.986 -1.467 1.789
C -0.841 -2.151 2.075
C 0.116 -2.406 1.075
N 1.253 -3.088 1.387
C 2.084 -3.254 0.398
C 1.851 -2.786 -0.909
C 2.890 -2.952 -1.977
C 3.497 -1.569 -2.272
S 4.917 -1.267 -1.171
C 4.337 0.002 -0.143
N 3.223 0.094 0.505
N 3.276 1.278 1.190
C 4.424 1.803 0.923
O 5.159 1.045 0.067
N 0.752 -2.163 -1.235
C -0.137 -1.955 -0.230
C -1.348 -1.266 -0.519
N -1.542 -0.845 -1.852
C -0.988 2.189 -0.450
C -1.321 2.848 -1.760
O 0.155 2.030 -0.149
H -2.026 1.711 3.334
H -1.398 3.367 3.376
H -0.519 2.121 2.515
H -1.883 3.779 1.143
H -3.327 2.881 1.688
H -4.079 1.868 -0.027
H -3.080 1.234 -1.297
H -4.077 -0.143 1.172
H -4.103 -0.676 -0.530
H -2.716 -1.259 2.555
H -0.648 -2.509 3.073
H 3.013 -3.767 0.601
H 3.672 -3.620 -1.644
H 2.425 -3.310 -2.890
H 2.760 -0.796 -2.096
H 3.858 -1.503 -3.290
H 4.798 2.724 1.313
H -2.521 -0.879 -2.103
H -1.026 -1.424 -2.501
H -1.157 2.103 -2.536
H -0.619 3.647 -1.945
H -2.351 3.177 -1.849

natural (NBO) atomic charge list, values in e, 2 entries: C -0.61; C -0.20

(6)
The following is a DFT calculation (ωB97M-V/def2-TZVPD) of a single C12H9ClN6O2S molecule at a distorted geometry.

Properties
Charge: 0
SMILES: O=S(=O)(Nc1cccc(-n2cnnn2)c1)c1ccc(Cl)nc1
Highest occupied orbital energy, eV: -9.34
Kohn-Sham gap, hartree: 0.33367

Cartesian coordinates (Å):
O 2.349 0.070 -1.877
S 2.157 1.097 -0.903
O 2.594 2.430 -1.176
N 0.524 1.265 -0.520
C -0.389 0.223 -0.605
C -1.720 0.483 -0.917
C -2.632 -0.563 -0.963
C -2.233 -1.868 -0.701
C -0.908 -2.115 -0.393
C 0.013 -1.084 -0.338
H 1.044 -1.283 -0.103
H -0.587 -3.124 -0.191
H -2.963 -2.660 -0.743
N -3.974 -0.323 -1.274
C -4.597 0.774 -1.783
N -5.868 0.509 -1.901
N -6.030 -0.737 -1.468
N -4.936 -1.244 -1.100
H -4.123 1.691 -2.054
H -2.031 1.499 -1.112
H 0.176 2.180 -0.762
C 2.851 0.571 0.656
C 3.525 -0.632 0.769
N 4.053 -1.040 1.908
C 3.934 -0.264 2.968
C 3.289 0.974 2.961
C 2.736 1.394 1.765
H 2.231 2.342 1.676
H 3.234 1.569 3.857
Cl 4.634 -0.852 4.411
H 3.646 -1.282 -0.087

natural (NBO) atomic charge list, values in e, 2 entries: O -0.91; S 2.32

no.,M (g mol⁻¹)
1,1044.28
2,778.20
3,382.46
4,689.46
5,386.48
6,336.76